{"formula": "C67H83Br3ClN10O9PS", "method": "ωB97M-V/def2-TZVPD", "smiles": "C[C@H](Br)[C@H](Br)[C@@H](CO[C@@H](CCCO)P(O)Cl)O[C@@](CCCS(=O)(=O)O)(COO)C[C@@H](C)Br.c1ccncc1.c1ccncc1.c1ccncc1.c1ccncc1.c1ccncc1.c1ccncc1.c1ccncc1.c1ccncc1.c1ccncc1.c1ccncc1", "multiplicity": 1, "molar_mass_g_mol": 1510.67, "total_energy_ev": -346913.4625, "orbital_gap_ev": 8.97, "homo_energy_ev": -8.57, "species": ["C", "C", "Br", "C", "Br", "C", "C", "O", "C", "C", "C", "C", "O", "P", "O", "Cl", "O", "C", "C", "C", "C", "S", "O", "O", "O", "C", "O", "O", "C", "C", "C", "Br", "H", "H", "H", "H", "H", "H", "H", "H", "H", "H", "H", "H", "H", "H", "H", "H", "H", "H", "H", "H", "H", "H", "H", "H", "H", "H", "H", "H", "H", "H", "H", "H", "H", "C", "C", "C", "N", "C", "C", "H", "H", "H", "H", "H", "C", "C", "C", "N", "C", "C", "H", "H", "H", "H", "H", "C", "C", "C", "N", "C", "C", "H", "H", "H", "H", "H", "C", "C", "C", "N", "C", "C", "H", "H", "H", "H", "H", "C", "C", "C", "N", "C", "C", "H", "H", "H", "H", "H", "C", "C", "C", "N", "C", "C", "H", "H", "H", "H", "H", "C", "C", "C", "N", "C", "C", "H", "H", "H", "H", "H", "C", "C", "C", "N", "C", "C", "H", "H", "H", "H", "H", "C", "C", "C", "N", "C", "C", "H", "H", "H", "H", "H", "C", "C", "C", "N", "C", "C", "H", "H", "H", "H", "H"], "xyz": [[2.7545, 2.2426, -5.3754], [2.9896, 0.7717, -4.6913], [4.7231, -0.0492, -5.3868], [1.7194, -0.2767, -4.8830], [0.3138, 0.3518, -6.1559], [1.1131, -0.8159, -3.4191], [2.3834, -1.6881, -2.7655], [2.7521, -1.0402, -1.5022], [4.1997, -0.8643, -1.3443], [4.4103, 0.7137, -0.8310], [5.9790, 1.1028, -0.5557], [6.6910, 1.9368, -1.7988], [8.0097, 1.3760, -2.1924], [4.7873, -1.9631, 0.1104], [4.4106, -3.6498, -0.1771], [3.4825, -1.4213, 1.7458], [0.8464, 0.2719, -2.4802], [-0.3659, 0.0683, -1.6697], [-0.5014, -1.4385, -1.0055], [-1.7564, -1.6280, 0.0254], [-1.5468, -2.9677, 1.0048], [-0.7821, -4.4305, 0.1207], [-1.4838, -4.7839, -1.2300], [-1.0060, -5.6900, 1.0435], [0.9299, -4.2781, -0.0213], [-0.2179, 1.1055, -0.3941], [0.6373, 2.2964, -0.7022], [0.0638, 3.0670, -1.5802], [-1.6511, 0.2944, -2.6314], [-2.7891, 1.3479, -2.1592], [-3.4990, 1.9289, -3.5593], [-4.3025, 0.5702, -1.0873], [1.7806, 2.6982, -4.9022], [3.6495, 2.9336, -4.9928], [2.6760, 2.2408, -6.5455], [3.1441, 0.9106, -3.5398], [2.1997, -1.2535, -5.3734], [0.2005, -1.4909, -3.6988], [1.9556, -2.7656, -2.5052], [3.2465, -1.8096, -3.5444], [4.8324, -0.9558, -2.3229], [4.0040, 1.4965, -1.6244], [3.7671, 0.9125, 0.1522], [6.6679, 0.1936, -0.2944], [5.9751, 1.8530, 0.3728], [6.0285, 2.0092, -2.7625], [6.9063, 3.0511, -1.4288], [8.0829, 0.4064, -1.9473], [5.2225, -4.1402, 0.2014], [-0.6149, -2.3009, -1.8233], [0.4854, -1.6875, -0.3821], [-2.7417, -1.8734, -0.6011], [-1.9520, -0.7394, 0.7590], [-2.6228, -3.3182, 1.3705], [-0.9411, -2.6991, 1.9888], [1.1691, -3.6679, 0.7547], [0.4130, 0.5022, 0.4217], [-1.2240, 1.3801, 0.1339], [0.8019, 3.3164, -2.2272], [-1.2428, 0.6663, -3.6866], [-2.1924, -0.7395, -2.8651], [-2.4266, 2.2993, -1.5869], [-4.2473, 1.1317, -4.0247], [-4.1706, 2.8386, -3.2193], [-2.7063, 2.3301, -4.3238], [-1.7159, -1.5437, 6.6976], [-2.6390, -2.3231, 6.0084], [-2.8638, -2.0435, 4.6700], [-2.2403, -1.0535, 3.9943], [-1.3509, -0.3126, 4.6903], [-1.0563, -0.5179, 6.0286], [-1.5123, -1.7339, 7.7474], [-3.1704, -3.1292, 6.5014], [-3.5724, -2.6255, 4.0879], [-0.8651, 0.4779, 4.1252], [-0.3309, 0.1069, 6.5372], [7.8985, -4.1189, -4.9694], [8.9408, -3.4114, -4.3799], [8.6987, -2.7681, -3.1767], [7.5058, -2.7845, -2.5427], [6.5125, -3.4780, -3.1400], [6.6586, -4.1559, -4.3396], [8.0508, -4.6369, -5.9118], [9.9184, -3.3624, -4.8459], [9.4810, -2.2056, -2.6755], [5.5632, -3.4739, -2.6117], [5.8263, -4.6988, -4.7729], [-3.4514, 1.8953, 11.1114], [-4.5102, 1.0118, 11.2926], [-4.7265, 0.0409, 10.3279], [-3.9700, -0.0959, 9.2169], [-2.9505, 0.7775, 9.0675], [-2.6531, 1.7785, 9.9782], [-3.2501, 2.6687, 11.8470], [-5.1513, 1.0771, 12.1644], [-5.5382, -0.6741, 10.4255], [-2.3590, 0.6478, 8.1655], [-1.8201, 2.4512, 9.8081], [-8.9547, 1.2045, 8.2622], [-10.0080, 1.9173, 8.8251], [-9.7296, 2.7816, 9.8718], [-8.4927, 2.9703, 10.3816], [-7.4906, 2.2631, 9.8158], [-7.6691, 1.3787, 8.7642], [-9.1340, 0.5187, 7.4393], [-11.0215, 1.8032, 8.4574], [-10.5173, 3.3627, 10.3425], [-6.5067, 2.4309, 10.2450], [-6.8269, 0.8384, 8.3470], [-0.5317, 6.8965, -6.2178], [-0.2698, 6.4327, -4.9329], [-0.6176, 5.1276, -4.6233], [-1.2012, 4.2782, -5.4969], [-1.4448, 4.7573, -6.7360], [-1.1302, 6.0447, -7.1405], [-0.2720, 7.9132, -6.4978], [0.1946, 7.0719, -4.1906], [-0.4307, 4.7181, -3.6348], [-1.9163, 4.0558, -7.4185], [-1.3469, 6.3757, -8.1498], [-8.9403, 3.8958, -3.3756], [-8.0117, 4.9107, -3.1702], [-6.8088, 4.5859, -2.5638], [-6.4857, 3.3391, -2.1557], [-7.4079, 2.3752, -2.3669], [-8.6357, 2.6011, -2.9680], [-9.8936, 4.1119, -3.8492], [-8.2192, 5.9300, -3.4755], [-6.0503, 5.3423, -2.3845], [-7.1251, 1.3825, -2.0280], [-9.3378, 1.7881, -3.1143], [-4.8858, -4.6554, 12.3454], [-5.8089, -5.4348, 11.6562], [-6.0336, -5.1552, 10.3178], [-5.4102, -4.1652, 9.6421], [-4.5207, -3.4243, 10.3381], [-4.2261, -3.6296, 11.6764], [-4.6822, -4.8456, 13.3952], [-6.3403, -6.2409, 12.1492], [-6.7422, -5.7372, 9.7358], [-4.0349, -2.6338, 9.7730], [-3.5008, -3.0048, 12.1850], [-7.9397, 7.3778, -7.5607], [-7.8330, 6.2301, -6.7823], [-6.6467, 5.5154, -6.8272], [-5.5864, 5.8663, -7.5872], [-5.7202, 6.9842, -8.3335], [-6.8640, 7.7662, -8.3526], [-8.8535, 7.9647, -7.5506], [-8.6536, 5.9003, -6.1553], [-6.5134, 4.6145, -6.2353], [-4.8550, 7.2435, -8.9371], [-6.9154, 8.6557, -8.9701], [11.1225, -7.3694, -9.0860], [10.0470, -7.8682, -8.3586], [9.3758, -7.0062, -7.5062], [9.7076, -5.7075, -7.3368], [10.7571, -5.2524, -8.0550], [11.4872, -6.0355, -8.9345], [11.6721, -8.0146, -9.7652], [9.7385, -8.9031, -8.4534], [8.5279, -7.3472, -6.9193], [11.0049, -4.2061, -7.8993], [12.3201, -5.6163, -9.4874], [9.1929, -1.4761, 4.2819], [7.8790, -1.2118, 3.9101], [7.4060, -1.7685, 2.7326], [8.1491, -2.5518, 1.9204], [9.4214, -2.7892, 2.3066], [9.9825, -2.2809, 3.4671], [9.5984, -1.0583, 5.1988], [7.2383, -0.5877, 4.5227], [6.3865, -1.5943, 2.4011], [9.9983, -3.4196, 1.6357], [11.0101, -2.5061, 3.7291]], "forces_ev_per_a": [[0.570, 0.262, 1.157], [-1.518, 0.999, 0.374], [-1.236, 0.543, 0.505], [1.725, -1.496, 0.909], [0.753, -0.333, 0.852], [1.511, 0.162, -0.938], [-1.639, -1.082, 0.070], [1.685, -0.730, -2.299], [-1.218, 1.826, 0.519], [0.137, 0.315, 0.464], [0.071, 1.166, 0.169], [0.207, 0.269, 0.385], [-1.314, -0.682, 0.924], [1.213, -1.327, 0.144], [1.489, 1.697, 0.692], [-0.010, -0.358, -1.197], [-1.386, -1.751, -0.695], [-1.102, -0.347, 0.656], [0.760, -0.659, 0.617], [-0.559, -1.191, -0.271], [-0.618, 1.937, 0.492], [-2.946, -7.722, -0.294], [3.198, 2.847, 4.061], [1.305, 5.201, -2.445], [-2.658, 1.698, 1.338], [1.080, -1.035, 0.321], [1.223, -5.020, 4.624], [-1.374, 3.806, -4.870], [-0.457, -0.122, -0.598], [0.201, 1.329, -2.609], [-0.832, 0.456, 0.933], [0.980, 0.302, -0.356], [1.712, -0.987, -1.061], [-1.858, -1.518, -1.114], [0.219, -0.156, 2.449], [-0.190, -0.294, -2.260], [-1.391, 2.160, 0.918], [1.621, 1.348, 0.809], [1.010, 2.101, -0.559], [-1.388, 0.421, 1.670], [-1.116, -0.362, 1.752], [0.664, -1.968, 1.417], [1.393, -0.671, -2.185], [-1.440, 1.582, -0.427], [0.139, -1.837, -1.914], [0.994, -0.335, 1.833], [-0.415, -2.471, -0.888], [-0.563, 1.715, -0.386], [-1.769, 1.201, -0.812], [0.264, 2.033, 1.646], [-1.890, 0.766, -1.485], [2.204, 0.840, 1.448], [0.382, -1.658, -1.489], [2.527, 0.275, -0.999], [-0.951, -0.776, -2.217], [-0.082, -1.141, -1.382], [-1.127, 1.581, -1.834], [1.737, -0.233, -1.379], [-1.389, -0.798, 1.142], [-0.857, -0.573, 2.386], [1.107, 2.130, 0.612], [-0.448, -2.160, -0.941], [1.873, 1.573, 0.899], [1.290, -1.855, -0.766], [-1.407, -0.965, 1.493], [-0.001, -0.049, -0.035], [0.173, 0.137, 0.130], [0.364, 0.623, -0.504], [0.264, -0.211, 0.882], [-0.548, -0.381, -0.565], [-0.173, -0.230, 0.067], [-0.052, 0.006, -0.117], [0.025, 0.087, -0.052], [0.028, 0.010, 0.091], [-0.004, -0.043, 0.073], [-0.033, -0.036, -0.073], [-0.129, -0.070, -0.108], [-0.244, -0.116, -0.035], [-0.733, 0.043, 0.473], [0.060, -0.346, -0.835], [0.540, 0.493, 0.437], [0.294, 0.096, -0.011], [0.103, 0.096, 0.134], [-0.089, -0.023, 0.039], [-0.012, -0.040, -0.056], [0.010, -0.074, -0.041], [0.051, 0.059, 0.056], [0.019, 0.009, 0.019], [0.271, 0.134, -0.030], [0.428, -0.186, -0.756], [0.223, 0.704, 0.721], [-0.619, -0.581, -0.023], [-0.197, 0.001, 0.218], [-0.028, -0.089, -0.083], [0.032, -0.023, -0.089], [0.026, 0.066, 0.034], [-0.064, 0.067, 0.093], [-0.077, -0.069, -0.008], [0.004, -0.005, 0.001], [0.227, -0.119, -0.086], [0.815, 0.193, 0.424], [-0.207, -0.627, -0.756], [-0.621, 0.562, 0.450], [-0.252, -0.042, -0.098], [0.029, 0.079, 0.095], [0.085, 0.027, 0.046], [0.027, -0.059, -0.054], [-0.096, -0.026, -0.108], [-0.038, 0.046, 0.046], [-0.025, -0.017, -0.043], [-0.040, 0.047, -0.225], [-0.382, -0.643, -0.575], [0.289, 0.945, -0.242], [0.083, -0.494, 0.781], [0.145, 0.182, 0.241], [-0.029, -0.114, 0.036], [-0.042, -0.074, -0.049], [-0.069, 0.070, -0.004], [0.023, 0.100, 0.037], [-0.001, -0.060, 0.096], [0.005, -0.016, -0.009], [-0.175, -0.206, -0.046], [0.323, -0.841, 0.324], [-0.972, 0.293, -0.482], [0.722, 0.530, 0.229], [-0.052, 0.306, -0.091], [0.089, -0.025, 0.053], [0.048, -0.068, 0.039], [-0.070, -0.015, -0.031], [-0.011, 0.073, -0.049], [0.081, 0.059, 0.026], [0.008, 0.016, 0.016], [0.184, 0.164, 0.112], [0.365, 0.659, -0.555], [0.161, -0.224, 0.985], [-0.494, -0.410, -0.623], [-0.182, -0.249, 0.140], [-0.024, 0.016, -0.117], [0.042, 0.067, -0.065], [0.040, 0.020, 0.075], [-0.027, -0.043, 0.047], [-0.056, -0.030, -0.066], [-0.004, 0.001, 0.002], [0.012, 0.260, -0.179], [0.813, 0.100, -0.457], [-0.859, 0.567, -0.007], [0.185, -0.787, 0.487], [-0.200, -0.091, 0.164], [0.102, -0.064, -0.006], [0.089, -0.003, -0.051], [-0.049, 0.062, -0.009], [-0.084, 0.018, 0.032], [0.022, -0.086, 0.048], [0.000, 0.009, 0.005], [0.199, 0.127, -0.125], [0.151, 0.885, 0.184], [0.546, -0.648, -0.701], [-0.696, -0.183, 0.522], [-0.098, -0.264, 0.001], [-0.067, 0.076, 0.081], [0.010, 0.107, 0.024], [0.060, -0.024, -0.045], [0.008, -0.080, -0.052], [-0.085, -0.019, 0.068], [-0.005, 0.011, 0.006], [0.316, -0.079, 0.063], [0.391, -0.528, -0.607], [0.344, 0.369, 0.885], [-0.844, 0.091, -0.368], [-0.178, 0.166, 0.141], [-0.041, -0.048, -0.102], [0.033, -0.064, -0.072], [0.096, 0.022, 0.061], [-0.015, 0.044, 0.075], [-0.090, 0.011, -0.045]]}